# 1
ORCA calculation (ωB97M-V with the def2-TZVPD basis set) on C28H29N3RuSi as an isolated structure in a non-equilibrium geometry.

Its spin multiplicity is 5. Its LUMO energy (alpha / beta) is -6.1 / -10.5 eV. The calculation puts the HOMO energy (alpha / beta) at -13.45 / -13.96 eV. The energy relative to the best compared isomer or geometry (same formula, charge and spin) comes out at 0.0006 eV. The net charge is +2. For the electronic energy, the calculation gives -1632.33035 a.u. The expectation value of S² is 6.0325. The strongest force on any atom comes out at 0.072 Eh/bohr.

Atoms and positions in Å:
1 C 1.39 2.22 0.97
2 C 0.32 2.54 0.05
3 C -0.90 2.69 0.81
4 H 0.39 2.71 -1.02
5 C -0.54 2.61 2.19
6 C 0.85 2.31 2.29
7 H 1.43 2.15 3.20
8 H 2.41 1.98 0.69
9 H -1.88 2.88 0.40
10 H -1.24 2.75 3.00
11 Ru -0.13 0.65 0.94
12 C -1.06 -1.90 -3.49
13 H -1.70 -1.57 -2.67
14 H -1.63 -1.78 -4.42
15 H -0.16 -1.28 -3.59
16 Si 0.17 0.04 -1.25
17 C 1.88 0.01 -2.01
18 C 2.65 1.18 -2.10
19 H 2.29 2.12 -1.67
20 C 3.89 1.15 -2.76
21 H 4.47 2.08 -2.84
22 C 4.36 -0.04 -3.31
23 H 5.32 -0.06 -3.83
24 C 3.61 -1.22 -3.19
25 H 3.97 -2.15 -3.62
26 C 2.39 -1.20 -2.51
27 H 1.81 -2.12 -2.38
28 C -1.00 1.03 -2.38
29 C -0.53 1.53 -3.60
30 H 0.50 1.32 -3.91
31 C -1.36 2.30 -4.42
32 H -0.96 2.70 -5.35
33 C -2.67 2.57 -4.02
34 H -3.32 3.18 -4.66
35 C -3.15 2.08 -2.80
36 H -4.16 2.31 -2.47
37 C -2.32 1.30 -1.99
38 H -2.70 0.92 -1.04
39 H -0.17 -1.40 -1.20
40 H -0.74 -2.93 -3.32
41 N 0.98 -1.73 2.87
42 C 0.55 -0.92 3.94
43 C 1.01 -1.20 5.24
44 C 0.41 -0.51 6.29
45 C -0.59 0.44 6.00
46 C -0.93 0.67 4.67
47 N -0.35 0.01 3.65
48 C -0.04 -2.24 2.04
49 C -0.30 -3.61 2.03
50 C -1.49 -4.04 1.44
51 C -2.35 -3.08 0.89
52 C -1.98 -1.74 0.89
53 N -0.79 -1.36 1.38
54 H 1.63 -2.43 3.18
55 H 1.78 -1.96 5.35
56 H 0.69 -0.72 7.32
57 H -1.09 1.01 6.78
58 H -1.68 1.41 4.42
59 H 0.42 -4.26 2.52
60 H -1.76 -5.09 1.44
61 H -3.31 -3.36 0.45
62 H -2.60 -0.95 0.47

---

# 2
ORCA calculation (ωB97M-V with the def2-TZVPD basis set) on one molecule with the formula C4H5N in a non-equilibrium geometry.

Its LUMO energy is 0.9 eV. The calculation puts the HOMO energy at -9.40 eV. The energy relative to the best compared isomer or geometry (same formula, charge and spin) comes out at 5.0462 eV. As for the SMILES: C#C[C@@H]1CN1. For the electronic energy, the calculation gives -209.97829 a.u. The strongest force on any atom comes out at 0.137 Eh/bohr.

Atoms and positions in Å:
1 C 0.72 -2.05 0.91
2 C 0.58 -0.91 0.50
3 C 0.45 0.42 0.34
4 C -0.83 0.77 -0.15
5 H 0.49 -3.23 1.01
6 H 1.32 1.26 0.51
7 H -1.54 1.67 -0.10
8 H -1.58 -0.10 -0.30
9 H 0.29 1.54 -1.47
10 N 0.10 0.62 -1.25

---

# 3
ORCA calculation (ωB97M-V with the def2-TZVPD basis set) on one molecule with the formula C4H6Br2O in a non-equilibrium geometry.

Its LUMO energy is 0.6 eV. The calculation puts the HOMO energy at -9.92 eV. The energy relative to the best compared isomer or geometry (same formula, charge and spin) comes out at 2.1356 eV. As for the SMILES: C[C@]1(Br)OC[C@@H]1Br. For the electronic energy, the calculation gives -5379.19767 a.u. The strongest force on any atom comes out at 0.101 Eh/bohr.

Atoms and positions in Å:
1 C 0.13 -0.27 -1.71
2 C 0.14 1.07 -0.89
3 C -0.89 0.58 0.13
4 C -0.51 0.34 1.55
5 O -0.71 -0.92 -0.74
6 Br 1.90 1.54 -0.08
7 Br -2.67 1.07 -0.13
8 H -0.25 -0.27 -2.70
9 H 1.16 -0.74 -1.65
10 H -0.28 1.95 -1.33
11 H 0.44 -0.12 1.40
12 H -1.15 -0.35 1.92
13 H -0.70 1.28 2.01

---

# 4
ORCA calculation (ωB97M-V with the def2-TZVPD basis set) on a 2-piece molecular cluster, C6H12O overall.

Its LUMO energy is 1.1 eV. The calculation puts the HOMO energy at -9.93 eV. The energy relative to the best compared isomer or geometry (same formula, charge and spin) comes out at 2.5846 eV. As for the SMILES: CC[C@H]1CO1.C=C. For the electronic energy, the calculation gives -310.96429 a.u. The strongest force on any atom comes out at 0.012 Eh/bohr.

Atoms and positions in Å:
1 C 0.01 0.30 -2.74
2 C -0.44 -0.05 -1.33
3 C 0.70 0.08 -0.36
4 C -1.28 0.49 1.92
5 C -0.30 0.26 2.79
6 C 1.14 -0.99 0.52
7 O 1.87 -0.71 -0.65
8 H -0.79 0.17 -3.48
9 H 0.37 1.33 -2.80
10 H 0.83 -0.37 -3.02
11 H -1.24 0.61 -0.98
12 H -0.85 -1.07 -1.28
13 H 0.92 1.10 -0.03
14 H -1.91 -0.30 1.54
15 H -1.46 1.47 1.48
16 H 0.32 1.07 3.18
17 H 1.63 -0.75 1.46
18 H -0.11 -0.72 3.23
19 H 0.59 -1.92 0.54